# 1
{
  "formula": "C40H105N5O15",
  "method": "ωB97M-V/def2-TZVPD",
  "species": ["O", "O", "O", "O", "O", "O", "O", "O", "O", "O", "O", "O", "O", "O", "O", "N", "N", "N", "N", "N", "C", "C", "C", "C", "C", "C", "C", "C", "C", "C", "C", "C", "C", "C", "C", "C", "C", "C", "C", "C", "C", "C", "C", "C", "C", "C", "C", "C", "C", "C", "C", "C", "C", "C", "C", "C", "C", "C", "C", "C", "H", "H", "H", "H", "H", "H", "H", "H", "H", "H", "H", "H", "H", "H", "H", "H", "H", "H", "H", "H", "H", "H", "H", "H", "H", "H", "H", "H", "H", "H", "H", "H", "H", "H", "H", "H", "H", "H", "H", "H", "H", "H", "H", "H", "H", "H", "H", "H", "H", "H", "H", "H", "H", "H", "H", "H", "H", "H", "H", "H", "H", "H", "H", "H", "H", "H", "H", "H", "H", "H", "H", "H", "H", "H", "H", "H", "H", "H", "H", "H", "H", "H", "H", "H", "H", "H", "H", "H", "H", "H", "H", "H", "H", "H", "H", "H", "H", "H", "H", "H", "H", "H", "H", "H", "H"],
  "xyz": [[23.27376, 0.13261, 7.95829], [11.93809, 10.47858, 6.19511], [13.79374, -1.96368, 10.29255], [19.42441, -9.81915, 4.36682], [16.67994, -2.42127, 3.23861], [23.38798, 2.62824, -2.82548], [17.24445, -15.86233, 2.11061], [20.45377, 16.21121, 11.83387], [19.51224, 10.77637, 8.50416], [11.16717, 0.09118, -7.30497], [12.17195, 0.52912, 1.59251], [15.67982, 3.93323, 2.91162], [27.41383, -1.52487, -6.11326], [15.60895, 1.26058, -4.94833], [12.43717, -2.31641, -1.93628], [24.63725, 0.32268, -4.27546], [20.67378, 12.91752, 11.33977], [13.53860, -0.79452, -5.82763], [18.16424, -12.40888, 2.04079], [16.98100, 1.43172, 2.80727], [23.92220, 1.47316, -4.74540], [25.70733, 0.05894, -5.26222], [17.66316, -13.48024, 2.89901], [12.68135, 9.52119, 5.49426], [18.90133, -8.69721, 5.11110], [26.40736, -1.28146, -5.16351], [15.50966, -2.74016, 3.95338], [22.78172, 1.08658, 5.76961], [14.90603, 3.65144, 4.05708], [17.09876, 3.81410, 3.03379], [19.94519, 13.87875, 12.11730], [16.62197, -1.15789, 2.56176], [19.87040, 17.15479, 12.70617], [11.75623, 8.81233, 4.43966], [20.56179, 11.33882, 9.37480], [18.53382, -10.82282, 4.05911], [17.58249, 2.49584, 3.61024], [10.97633, 0.23039, 2.31783], [16.91959, -14.45177, 1.97529], [13.50787, -0.20328, 8.75926], [19.87648, 9.47733, 8.13125], [28.49950, -2.42042, -5.78947], [15.92348, -0.18193, -4.94333], [16.95294, 0.09700, 3.42728], [11.40197, -1.29414, -6.93824], [12.56616, -4.80065, -1.68666], [15.98828, 1.90929, -3.72414], [22.75054, 1.93706, -3.87305], [11.69679, -3.49342, -1.76596], [9.92214, 0.25055, -8.02024], [15.03554, -0.74853, -6.02549], [19.51212, 15.19063, 11.42749], [11.15382, 0.80222, 3.68064], [22.71332, -0.17320, 6.68119], [16.98768, -16.39219, 3.38483], [19.09745, -11.49021, 2.76362], [22.55857, 3.31715, -1.96466], [19.96952, 12.52984, 10.15160], [13.05182, -1.64468, 9.21238], [12.92872, -1.53191, -6.96826], [15.61552, -0.65685, -4.01182], [15.01072, 2.58451, 4.25407], [9.22302, -0.58179, -7.93940], [21.65415, 13.12555, 11.21448], [22.03637, 2.62582, -1.30324], [17.01777, -14.20099, 0.91909], [23.29479, 3.87992, -1.39077], [10.94243, -2.04045, -7.58628], [12.34694, 8.24892, 3.71735], [20.72586, 9.67046, 7.47599], [19.41256, 16.60477, 13.52833], [13.25959, -4.99000, -2.50606], [18.66147, 2.34365, 3.63773], [19.65766, 15.06363, 10.35474], [28.96907, -2.08922, -4.86324], [20.97915, 10.58697, 10.04460], [21.48964, 11.61414, 8.87339], [23.44497, 1.34770, -5.71731], [13.32155, -2.54844, -6.98969], [22.09028, 2.52075, -4.51451], [17.93257, -0.04828, 3.88261], [14.66091, -2.56414, 3.29252], [12.74604, 0.24813, 8.12369], [18.22831, -8.86858, 5.95120], [12.58496, -2.18200, -2.87526], [21.82051, 4.04708, -2.29717], [19.92219, -12.18524, 2.92115], [20.52460, 17.93823, 13.08874], [17.39931, -1.15929, 1.79767], [18.94392, 17.56212, 12.30141], [17.40737, 4.67790, 3.62261], [19.77999, 13.32142, 9.42663], [16.93466, 1.51281, -3.35636], [11.20024, -3.40475, -0.79969], [17.11724, -17.45967, 3.20648], [15.51011, -2.31581, 4.95738], [19.06671, 13.38585, 12.53374], [10.27279, 0.42279, -9.03782], [22.82914, 0.91812, 8.28519], [17.60181, 3.98188, 2.08148], [19.02082, 12.12147, 10.49991], [26.57236, 0.69523, -5.07530], [18.43078, 15.32757, 11.42068], [13.55515, 0.38784, 9.67383], [15.71592, -3.78122, 4.20187], [11.24450, 9.55841, 3.83172], [29.29073, -2.33802, -6.53463], [22.25417, 1.00375, -3.60727], [15.99985, -16.07744, 3.72131], [18.35860, -8.01663, 4.45509], [13.13773, -4.78109, -0.75875], [24.95455, 0.57294, -3.34983], [10.89707, -0.85669, 2.30985], [25.42328, 0.17445, -6.30820], [12.14686, 0.65817, 4.10634], [16.36451, 0.05140, 4.34368], [19.69124, -8.04114, 5.47677], [22.27352, 0.98674, 4.81052], [13.83217, 3.78589, 3.92726], [17.51589, -10.51641, 3.81821], [24.69097, 2.24380, -4.80213], [15.21788, 4.18870, 4.95274], [16.97948, -0.35577, -5.15009], [26.89815, -1.38151, -4.19541], [15.64774, -1.03083, 2.08970], [17.71194, -16.17606, 4.17022], [16.88658, -13.11053, 3.56859], [11.65384, 11.20547, 5.63616], [18.47778, -11.55395, 4.86560], [13.45276, -2.79927, 10.61983], [13.21938, -2.35091, 8.39920], [10.03401, 0.57908, 1.89529], [14.47604, -0.25365, 8.26104], [11.00227, 8.21075, 4.94736], [11.98073, -1.56984, 9.40016], [13.51605, 9.91319, 4.91313], [15.85412, -14.30395, 2.15146], [28.32465, -3.48300, -5.62080], [12.14083, 0.07090, 0.74950], [15.53690, -1.71634, -6.03489], [20.13338, 8.92476, 9.03501], [23.81321, 1.35034, 5.53604], [20.50939, 14.23589, 12.97882], [11.05983, -1.35783, -5.90529], [13.19730, -1.12289, -7.94226], [17.40025, -11.80031, 1.78375], [13.24278, 0.17105, -5.84368], [10.96342, 1.87417, 3.62802], [11.90640, -5.66502, -1.61123], [9.44452, 1.16867, -7.67814], [17.14573, 2.33317, 4.59557], [16.06811, 2.99491, -3.78032], [19.42312, -10.71178, 2.07362], [18.42080, -14.02572, 3.46163], [21.66867, -0.47259, 6.76592], [10.40690, 0.34301, 4.32820], [16.06739, 1.73433, 2.50095], [10.95336, -3.52693, -2.56238], [19.09980, 8.95545, 7.57224], [25.67655, -2.08677, -5.23765], [15.21624, -0.18260, -6.93936], [15.32951, 1.50199, -2.95718], [12.99589, 8.74638, 6.19342], [22.36362, 2.02007, 6.14628], [23.31748, -0.94871, 6.21035]]
}

# 2
{
  "formula": "C60H71F5N5O3",
  "method": "ωB97M-V/def2-TZVPD",
  "charge": 1,
  "species": ["F", "F", "F", "F", "F", "O", "O", "O", "N", "N", "N", "N", "N", "C", "C", "C", "C", "C", "C", "C", "C", "C", "C", "C", "C", "C", "C", "C", "C", "C", "C", "C", "C", "C", "C", "C", "C", "C", "C", "C", "C", "C", "C", "C", "C", "C", "C", "C", "C", "C", "C", "C", "C", "C", "C", "C", "C", "C", "C", "C", "C", "C", "C", "C", "C", "C", "C", "C", "C", "C", "C", "C", "C", "H", "H", "H", "H", "H", "H", "H", "H", "H", "H", "H", "H", "H", "H", "H", "H", "H", "H", "H", "H", "H", "H", "H", "H", "H", "H", "H", "H", "H", "H", "H", "H", "H", "H", "H", "H", "H", "H", "H", "H", "H", "H", "H", "H", "H", "H", "H", "H", "H", "H", "H", "H", "H", "H", "H", "H", "H", "H", "H", "H", "H", "H", "H", "H", "H", "H", "H", "H", "H", "H", "H"],
  "xyz": [[1.60742, -6.07585, -10.48789], [-0.46820, -7.24198, -9.11336], [-1.55237, -5.99085, -6.95164], [1.47868, -2.36369, -7.52565], [2.53843, -3.60704, -9.71412], [2.30202, -3.14643, 5.61557], [1.51670, -5.80355, -5.26320], [0.38740, -2.18713, 6.16816], [0.04446, -3.20399, -3.47298], [1.25284, -2.50951, 5.31822], [0.18937, -5.44161, -3.40508], [2.71193, 2.32661, 2.85557], [3.55230, 2.74977, 0.79880], [-3.38562, 0.54696, 0.90033], [5.56320, 1.94584, -2.24185], [-0.01296, -6.02590, -8.73954], [0.43780, 2.12200, 5.85122], [1.70262, 3.56895, -1.60917], [1.09901, 3.74426, -3.00917], [-0.40486, -4.34927, -2.65702], [-1.93554, -4.45824, -2.66318], [0.47039, -3.60140, -4.81765], [3.21904, 1.84844, -2.72024], [2.01205, 0.78694, 1.00339], [5.34529, 2.41163, -0.94494], [6.65781, 2.62887, -0.10406], [0.17680, -6.79129, -2.91706], [0.89821, 2.45955, 4.57104], [-2.21811, 1.67709, -1.37818], [1.88478, 4.98908, -1.05879], [3.52203, 3.52774, 2.99870], [0.10414, -4.32841, -1.20908], [0.11589, -1.08565, 3.65271], [3.96922, 2.65805, -0.57907], [1.11550, -2.03494, 3.96453], [-0.54055, -0.18563, -1.46783], [-0.57153, -5.35402, -7.65098], [0.27106, -0.27836, 2.54592], [2.70840, 1.89822, 1.52613], [-0.58718, -3.49050, -5.91507], [4.52072, 1.50017, -3.05146], [4.75425, 0.14440, 3.51940], [0.94387, -3.55033, -7.93411], [2.99277, 2.69182, -1.61612], [2.32666, -1.45497, 1.98117], [4.95225, 1.62356, 5.56978], [7.86528, 1.87047, -0.69156], [-3.20908, 2.37087, -0.68444], [-0.05947, -1.92388, -3.11242], [0.40201, 4.92629, 4.52104], [0.80329, -5.08282, -4.57711], [4.53912, -0.77170, 5.73409], [4.20363, 0.47101, 4.88732], [2.19797, -2.26846, 3.09311], [0.04269, 3.57181, 3.89875], [1.51719, -4.18415, -9.04083], [6.56977, 2.10648, 1.32484], [0.19668, 3.62409, 2.39878], [0.84315, 0.94845, 6.46127], [1.94640, 0.29314, 5.92957], [-1.45923, 3.33842, 4.13458], [3.88905, 3.91656, 1.59663], [1.03974, -5.43346, -9.44849], [7.07562, 4.10277, -0.16027], [0.64990, 2.89465, -0.76454], [-0.08881, -4.12548, -7.18456], [-2.38747, -0.15265, 0.22279], [-0.70104, -1.48595, -1.95328], [2.06126, 1.81592, 4.05600], [-1.69069, 0.46408, -0.84870], [2.69114, 0.83857, 4.87720], [1.49685, -0.30034, 1.81645], [-3.72412, 1.85158, 0.50728], [-1.52386, -3.99279, -5.63417], [-2.10712, -1.16423, 0.53211], [3.33572, 4.83046, 1.32079], [1.45068, 5.19210, 4.33387], [1.36781, -3.05027, -5.15565], [-0.80924, -7.06320, -2.53048], [-0.16626, -5.26852, -0.70311], [2.99440, 4.33212, 3.53168], [3.16162, -1.59809, 1.29007], [8.70364, 1.95429, 0.01380], [-0.35623, 3.22641, -1.03504], [-0.30654, 2.74528, 6.35820], [0.24034, 0.40612, -1.94448], [0.32513, -1.17330, -3.82870], [-1.85047, 2.03133, -2.34487], [2.17506, 0.61096, -0.04783], [6.57742, 1.88827, -2.63742], [4.77391, 2.58825, 5.08964], [1.00494, 2.80453, -3.56140], [5.62733, -0.93359, 5.68783], [1.19611, -4.20042, -1.20315], [-1.74426, 3.44871, 5.18618], [6.11601, 2.80437, 2.03640], [2.29621, -0.59632, 6.44126], [2.39905, 1.50839, -3.36226], [0.68779, 1.80705, -0.81747], [0.44740, -7.49656, -3.70782], [5.84337, 0.02906, 3.59095], [4.40792, 3.29236, 3.60274], [-2.40945, -3.50316, -2.40694], [4.04628, -1.67691, 5.35490], [6.32968, 4.79127, 0.25488], [-0.53327, 0.40336, 2.25434], [7.24872, 4.38833, -1.20845], [-0.00216, 2.63067, 1.98285], [4.60502, 1.71103, 6.60916], [4.27558, -0.63523, 6.78978], [0.95968, 5.55343, -1.27222], [6.04723, 1.14346, 1.34446], [4.94523, 4.16785, 1.46581], [8.21768, 2.29852, -1.63604], [2.01838, 5.00335, 0.02991], [-0.23413, 5.71125, 4.08618], [2.73315, 5.50565, -1.53329], [0.88396, -6.93283, -2.09235], [-1.46808, -2.11522, -1.47407], [-0.35421, -3.50703, -0.65263], [6.03382, 1.42938, 5.57232], [-2.29180, -4.79162, -3.64939], [-4.42053, 2.45011, 1.10125], [1.66782, 4.46860, -3.60803], [0.82199, 3.11924, 0.28592], [-0.54218, 4.31664, 1.96527], [0.08312, 4.14475, -2.89105], [7.58844, 1.91399, 1.70035], [4.31910, -0.79184, 3.15059], [-3.57856, 3.31170, -1.07993], [-2.02859, 4.08249, 3.55920], [4.53689, 0.92485, 2.79633], [-0.80295, -2.42817, -6.09593], [0.24329, 4.90238, 5.60716], [7.64787, 0.80644, -0.82524], [1.19485, 3.97006, 2.11937], [-1.76020, 2.34203, 3.78667], [-3.91493, 0.08547, 1.72889], [-0.73056, -1.01318, 4.33630], [4.75189, 0.90801, -3.94050], [8.02211, 4.23835, 0.38691], [-2.23283, -5.20455, -1.91701], [0.33240, 0.53494, 7.33242], [2.89196, -3.07450, 3.32372]]
}

| no. | HOMO energy (Ha) |
| --- | --- |
| 1 | -0.316 |
| 2 | -0.346 |